Density functional theory data (the ωB97M-V functional and the def2-TZVPD basis) for a cluster of 3 separate species, C5H11NO2 in total.

Calculated values
strongest force on any atom = 1.03 eV Å⁻¹
SMILES = Cc1cc[nH]c1.O.O
relative energy (zero: lowest compared OMol25 entry of this formula, charge and spin) = 1.041 eV
orbital gap = 9.391 eV
LUMO energy = 0.71 eV

XYZ file:
```
19
Properties=species:S:1:pos:R:3:forces:R:3
H 1.43227 -0.35680 -2.49705 -0.076 -0.020 0.106
O -1.07161 0.25445 3.27176 0.077 -0.086 0.095
C 1.01782 0.26293 0.19363 0.104 -0.550 0.868
N 0.83957 -1.06246 0.52943 0.452 -0.134 -0.080
H -0.40096 -0.18717 2.73849 -0.046 0.081 -0.152
H 1.63559 -1.64365 0.72897 -0.232 -0.215 0.117
H -0.83733 -2.43368 0.39282 0.181 -0.451 0.093
C -0.19440 0.75153 -0.23889 0.414 0.162 -0.506
C -1.08746 -0.34258 -0.22285 -0.509 -0.704 -0.311
H 0.25051 2.83383 -0.56988 0.127 0.139 0.257
H -2.11284 -0.38672 -0.56520 0.066 0.343 0.108
C -0.43715 2.06612 -0.90306 0.402 0.169 -0.378
H 2.00806 0.64373 0.43808 -0.483 0.468 -0.454
C -0.43028 -1.46294 0.21951 -0.055 0.867 0.092
H -1.24469 -0.36101 3.99038 -0.041 0.034 0.026
H -1.43893 2.45844 -0.82098 -0.375 -0.087 0.319
O 1.47988 -1.30296 -2.66502 -0.142 -0.278 0.119
H -0.25106 1.96462 -1.97481 -0.041 -0.039 -0.083
H 0.84299 -1.69568 -2.04535 0.179 0.302 -0.236
```
Positions in Å, forces in eV/Å.

Mulliken atomic charge list, values in e, 6 entries: H 0.3125; O -0.6185; C -1.2380; N 0.1217; H 0.3245; H 0.1923



Density functional theory data (the ωB97M-V functional and the def2-TZVPD basis) for a cluster of 2 separate species, C4H12 in total.

Calculated values
strongest force on any atom = 2.16 eV Å⁻¹
SMILES = CC.CC
relative energy (zero: lowest compared OMol25 entry of this formula, charge and spin) = 0.689 eV
orbital gap = 12.457 eV
LUMO energy = 1.14 eV

XYZ file:
```
16
Properties=species:S:1:pos:R:3:forces:R:3
H -0.80280 -1.75337 -3.18210 -0.226 0.261 -0.059
H -0.36239 0.64282 3.11768 0.008 0.007 0.053
C -0.39698 -0.86144 -2.68327 -0.383 -1.242 -0.554
C -0.92807 -0.86013 -1.24425 0.873 -0.842 0.216
H 0.95383 2.23931 1.06327 -1.042 0.372 0.243
C 0.64714 0.72116 2.71083 -0.612 0.614 -0.328
H -1.19758 -1.88992 -1.02598 -0.543 -0.103 0.059
H -0.09833 -0.74285 -0.55336 0.016 0.572 0.069
H 1.35719 0.67646 0.69752 0.104 -0.095 0.087
H -1.74735 -0.21623 -0.94129 -0.013 0.197 -0.404
H 0.66693 -1.10449 -2.71602 0.097 0.586 0.145
H 1.07058 -0.27525 2.71277 0.210 -0.103 0.303
H -0.63673 -0.04976 -3.36372 0.131 0.418 0.391
H 1.18322 1.39630 3.37405 0.280 -0.173 -0.011
H -0.29918 0.84532 0.77847 -0.483 0.994 -0.142
C 0.59051 1.23209 1.25540 1.583 -1.463 -0.068
```
Positions in Å, forces in eV/Å.

Mulliken atomic charge list, values in e, 6 entries: H 0.2803; H 0.2732; C -0.9405; C -0.5430; H 0.3671; C -0.8322



Density functional theory data (the ωB97M-V functional and the def2-TZVPD basis) for an isolated molecule of C11H8N4.

Calculated values
strongest force on any atom = 3.87 eV Å⁻¹
SMILES = C1=Cc2ccc3c[nH]n(c2-3)-c2n[nH]cc21
relative energy (zero: lowest compared OMol25 entry of this formula, charge and spin) = 0.000 eV
orbital gap = 7.567 eV
LUMO energy = 0.63 eV

XYZ file:
```
23
Properties=species:S:1:pos:R:3:forces:R:3
H 1.68235 -2.72630 0.83456 1.600 -0.400 0.252
H -2.49480 3.05392 -0.00642 -0.434 -0.436 -0.179
H -2.99459 -2.32951 -0.61434 1.006 1.574 0.425
C -0.11508 -2.15249 0.37661 0.031 -0.241 -0.296
H -0.36519 -3.18293 0.64396 -0.612 0.497 -0.176
C 1.26302 0.71581 0.07695 3.792 -0.769 -0.111
C 3.10200 -0.46743 -0.27223 -1.129 0.591 0.192
C 1.17652 -1.88152 0.45845 -0.344 0.073 -0.030
C 1.80470 -0.61946 0.09254 -0.878 -0.502 0.246
C -2.19899 0.82746 -0.08900 1.283 0.578 0.280
H -4.06967 -0.01451 -0.74835 -2.599 0.436 -0.661
H 4.16911 1.31154 -0.54282 0.838 0.252 -0.206
N -0.56197 2.36963 0.15891 -0.185 -1.658 -0.026
H 3.86394 -1.14292 -0.30704 1.755 -1.833 -0.267
C -2.49065 -1.32885 -0.37400 0.553 -2.631 -0.362
C -3.11642 -0.15295 -0.42495 -0.152 -0.720 0.116
C -1.94250 2.11964 0.01567 1.468 2.311 -0.008
N 0.03735 1.07595 0.54265 -2.313 1.286 -0.100
C -0.93304 0.16838 0.15474 -0.608 1.109 0.309
N 3.31568 0.81815 -0.51240 -0.851 0.913 0.513
N 2.23484 1.54990 -0.19218 -0.786 1.464 -0.619
H -0.31576 3.12967 0.75932 0.384 0.219 0.513
C -1.05084 -1.14119 -0.03065 -1.821 -2.112 0.195
```
Positions in Å, forces in eV/Å.

Mulliken atomic charge list, values in e, 6 entries: H 0.3759; H 0.4421; H 0.3132; C -0.4173; H 0.3668; C 0.2406



Density functional theory data (the ωB97M-V functional and the def2-TZVPD basis) for an isolated molecule of C4H8OP2.

Calculated values
strongest force on any atom = 4.57 eV Å⁻¹
SMILES = CC[C@H]1P2C[P@@]12=O
relative energy (zero: lowest compared OMol25 entry of this formula, charge and spin) = 0.573 eV
orbital gap = 6.832 eV
LUMO energy = -1.14 eV

XYZ file:
```
15
Properties=species:S:1:pos:R:3:forces:R:3
H -2.41584 -1.18084 0.47489 -0.345 0.228 -0.927
C -1.89567 -0.92983 -0.47911 0.845 1.443 2.460
O 2.44141 -1.63664 -0.29486 0.923 -1.028 -0.235
H -1.69801 1.20515 -0.77467 0.458 0.065 0.469
P 1.31231 -0.90680 0.28040 -0.522 1.446 0.558
P 1.74655 1.40119 -0.43430 -0.811 -1.240 1.264
H 0.26133 0.27452 -1.86404 -0.381 -0.463 -1.667
C -1.10882 0.48789 -0.16456 -1.411 -1.455 -4.094
H -2.57906 -0.94359 -1.36768 1.028 -0.002 0.867
H -1.13241 0.84504 0.82203 0.191 -0.036 1.443
C 0.27994 0.43877 -0.83309 0.184 1.147 2.403
H 1.25639 1.18281 2.12214 -0.703 -1.073 -0.450
C 1.79115 0.65446 1.31480 -0.233 1.823 -1.296
H -1.06648 -1.63667 -0.41017 -0.408 -0.474 -1.004
H 2.80722 0.74455 1.60820 1.183 -0.379 0.209
```
Positions in Å, forces in eV/Å.

Mulliken atomic charge list, values in e, 6 entries: H 0.2831; C -0.8443; O -0.5879; H 0.2956; P 0.3592; P -0.0723



Density functional theory data (the ωB97M-V functional and the def2-TZVPD basis) for a structure of composition C20H17ClPt.

Calculated values
strongest force on any atom = 3.09 eV Å⁻¹
orbital gap (spin up / spin down) = 7.467 / 5.078 eV
LUMO energy (spin up / spin down) = 0.26 / -2.83 eV
spin multiplicity = 5
expectation value of S² = 6.0584

XYZ file:
```
39
Properties=species:S:1:pos:R:3:forces:R:3
C 0.28023 1.32395 3.69182 -0.350 0.295 1.135
H -2.91847 1.02920 0.94102 0.124 0.048 -0.404
C -0.67538 0.40394 3.12678 0.024 -0.265 -0.779
C 2.34928 -0.24525 -2.61430 0.717 -2.235 1.134
C -2.03879 0.50129 5.13642 0.122 0.322 0.274
H -1.67854 2.25105 -1.15709 0.166 -0.145 -0.026
H -2.93564 0.20727 5.67593 0.154 0.014 -0.076
C -1.79562 0.01034 3.83740 0.020 0.284 0.599
H 2.43107 -0.03457 0.71561 0.165 -0.003 -0.095
C -1.69997 1.18265 -0.98103 -0.491 0.007 0.395
C 2.43203 0.13977 -0.35197 -0.389 2.479 -0.345
H 3.22536 3.03015 3.17284 -0.427 -0.197 0.060
C 2.18145 1.15096 -2.40339 0.459 0.410 1.119
C 0.96306 2.64223 5.67905 0.310 0.167 -0.148
C 0.03272 1.78164 5.04903 0.681 -0.150 -1.104
C 2.26391 1.39870 -1.00448 -0.139 -1.107 0.650
C -2.26223 -0.92437 -0.08547 -1.059 2.157 0.942
C -1.31719 0.17110 -1.88390 0.174 -1.338 -0.195
H 2.11072 1.90806 -3.17733 -0.118 -0.134 0.123
H -1.27107 1.74355 6.73808 -0.143 -0.190 -0.227
H 2.81406 3.72904 5.54165 -0.296 -0.299 -0.343
C 2.32586 2.67058 3.68319 -0.412 -0.263 -0.143
C -1.12954 1.36247 5.72532 -0.580 -0.445 0.032
C 1.41833 1.82907 3.03081 0.607 0.318 0.103
H -0.97613 0.34644 -2.90246 0.272 -0.051 0.423
H -1.33429 -2.05799 -1.78979 0.067 0.218 0.103
H 2.45801 -0.73113 -3.58998 -0.233 0.200 0.509
C 2.10240 3.07760 5.01940 -0.444 -0.275 0.195
H 2.67764 -1.92449 -1.16875 0.019 -0.077 -0.040
C -2.26385 0.57421 0.19970 -0.318 -2.174 -0.692
H -2.47657 -0.68553 3.35024 -0.021 0.090 0.408
H 0.75152 2.94618 6.70915 0.153 -0.020 -0.354
Pt -0.76580 -0.48414 1.29213 1.892 0.871 1.161
C -1.53154 -1.09987 -1.32379 -0.557 1.168 -1.418
Cl 0.39381 -2.49097 1.00756 0.127 -0.063 -0.032
H 1.57954 1.55185 1.98483 -0.006 0.051 0.374
H -3.01866 -1.58064 0.33768 0.292 -0.094 -0.266
C 2.52918 -0.87578 -1.35595 -0.523 0.574 -2.990
H 2.18030 2.36355 -0.51988 -0.039 -0.147 -0.061
```
Positions in Å, forces in eV/Å.

Mulliken atomic charge list, values in e, 6 entries: C 0.5398; H 0.5611; C -0.3532; C -0.3448; C -0.7908; H 0.4375



Density functional theory data (the ωB97M-V functional and the def2-TZVPD basis) for a structure of composition C10H15BiN5S5Sb.

Calculated values
strongest force on any atom = 1.52 eV Å⁻¹
relative energy (zero: lowest compared OMol25 entry of this formula, charge and spin) = 0.861 eV
orbital gap (spin up / spin down) = 5.805 / 3.958 eV
LUMO energy (spin up / spin down) = 1.92 / 0.07 eV
spin multiplicity = 2
expectation value of S² = 0.7743
net charge = -1

XYZ file:
```
37
Properties=species:S:1:pos:R:3:forces:R:3
H 0.01811 -1.09899 -4.89553 0.038 -0.014 0.084
H 4.07181 -0.11239 3.75036 -0.158 0.022 -0.011
N -2.24775 -0.09671 4.00605 1.503 -0.078 0.210
C 1.21357 -0.00107 3.44386 -0.062 -0.027 0.183
H 1.29342 -1.05343 -3.64978 -0.069 -0.047 -0.054
H 1.03451 1.47161 -3.40912 -0.061 0.022 -0.047
C -0.51532 -0.00429 -3.07695 0.286 -0.106 0.143
H 4.10293 0.00732 -1.29463 0.051 -0.021 0.158
N -0.09983 -0.01249 3.05270 0.223 -0.078 -0.166
S 4.63257 -0.07353 1.40097 -0.510 0.037 -0.251
H 2.35839 -0.01299 5.33543 -0.060 0.002 -0.133
C -2.01330 -0.14372 -3.30878 0.000 -0.051 -0.094
C 1.42810 -0.01960 4.78637 0.236 -0.001 0.168
Bi -1.04125 0.18461 0.25472 -0.117 0.059 -0.720
H -2.55269 0.68186 -2.84968 -0.053 -0.008 0.063
C -0.02780 1.34095 -3.63964 -0.050 -0.056 -0.016
H -0.12077 -2.10282 -3.42648 0.020 0.037 -0.029
C -0.91448 -0.05155 4.06351 -0.424 -0.058 0.667
Sb -4.47313 -0.01955 0.18181 -0.032 0.058 0.128
N 3.16193 0.03385 -0.92064 -0.630 0.036 -0.084
C 3.64516 -0.05769 2.76018 0.308 -0.041 0.305
H -0.58813 2.16064 -3.18303 0.043 -0.036 0.001
H -2.22241 -0.13805 -4.38590 0.048 0.000 0.091
H 0.84066 -0.10228 -1.55411 0.272 0.071 0.010
S -4.65229 0.19180 2.48436 -0.802 0.104 -0.509
S -0.07238 -0.06333 5.63060 -0.038 0.024 -0.172
H -2.78807 -0.07449 4.84991 -0.112 0.012 -0.031
S -2.87629 1.82261 -0.35572 -0.270 0.036 -0.003
C 3.09370 0.00992 0.34524 0.842 0.002 0.422
S -2.68034 -1.72639 0.00163 -0.226 -0.034 0.085
N -0.16309 -0.11048 -1.65472 -0.059 0.048 -0.401
H -2.78260 -0.03691 3.11587 -0.228 0.002 0.230
H -0.16015 1.38122 -4.72834 0.004 0.047 0.086
H -2.37800 -1.07950 -2.88436 -0.023 0.022 0.021
C 0.21347 -1.13913 -3.81688 -0.001 0.075 0.018
N 1.98564 0.04254 1.14128 0.340 -0.062 -0.231
C 2.27613 0.00247 2.42945 -0.228 0.004 -0.118
```
Positions in Å, forces in eV/Å.

Mulliken atomic charge list, values in e, 6 entries: H 0.3694; H 0.2936; N -0.2549; C -0.0622; H 0.3848; H 0.3637